One molecule with the formula C10H11ClO at a distorted geometry, computed with wB97M-V/def2-TZVPD.

Values from the calculation:
- Total charge: 0
- Maximum force: 0.084 Eh/bohr
- Calculated total energy: -922.92515 Ha
- Relative energy (zero: lowest compared OMol25 entry of this formula, charge and spin): 72.46 kcal per mole
- Gap between HOMO and LUMO (alpha / beta): 7.19 / 8.97 eV
- Spin multiplicity: 1

Geometry as XYZ:
```
23
Properties=species:S:1:pos:R:3:forces:R:3:nbo_charge:R:1
C 1.495 1.309 -1.889 0.98 -0.18 -0.18 -0.23
C 0.862 2.497 -1.596 0.54 -1.47 1.22 -0.20
C 1.177 0.123 -1.235 -0.56 0.87 -1.39 -0.20
C 0.002 2.512 -0.515 -0.65 0.12 -0.76 -0.24
C 0.169 0.112 -0.293 -0.34 -1.26 -0.20 -0.17
C -0.405 1.326 0.089 1.66 0.15 -0.23 0.31
C -1.372 0.328 2.063 0.08 1.03 -3.02 0.01
C -0.206 -1.258 0.196 -0.82 4.06 1.27 0.21
C 0.778 -1.865 1.060 -1.17 -3.41 -2.18 -0.68
C -1.358 -1.926 -0.379 0.95 -1.82 0.19 -0.69
O -1.198 1.447 1.148 -1.18 -1.09 2.46 -0.51
Cl -0.465 0.359 3.504 0.16 0.11 0.07 0.01
H 2.367 1.401 -2.528 -0.25 -0.52 -0.39 0.21
H 1.278 3.331 -2.081 -0.15 1.39 -0.36 0.21
H 1.503 -0.812 -1.666 0.56 -0.18 0.35 0.21
H -0.412 3.443 -0.199 -0.31 0.35 0.40 0.22
H -2.445 0.232 2.149 -0.01 -0.43 0.50 0.18
H 0.594 -1.854 2.074 -0.41 0.40 2.39 0.24
H 1.639 -1.367 0.792 2.56 0.43 0.05 0.23
H 0.748 -2.962 0.773 0.78 0.86 0.39 0.20
H -1.011 -2.924 -0.757 -0.51 0.53 0.18 0.21
H -1.748 -1.362 -1.189 -0.87 0.39 -0.46 0.23
H -1.991 -2.089 0.480 -1.03 -0.34 -0.29 0.24
```
Positions in Å, forces in eV/Å.